# C4H5N3O

An isolated molecule of C4H5N3O in a non-equilibrium geometry (ωB97M-V with the def2-TZVPD basis set, the Open Molecules 2025 dataset).

Positions of all 13 atoms, in Å:
N 2.337 0.356 -0.085
C 1.346 -0.651 -0.100
C 0.014 -0.364 -0.215
C -0.554 1.037 -0.067
N -1.758 1.335 -0.003
N -2.745 0.326 -0.151
C -2.197 -0.796 0.044
O -0.914 -1.319 -0.015
H 1.921 1.303 0.103
H 3.331 0.206 0.354
H 1.703 -1.635 -0.057
H 0.353 1.917 0.077
H -2.837 -1.715 0.116

Computed properties:
* molecular weight: 111.10 g/mol
* energy relative to the best compared isomer or geometry (same formula, charge and spin): 4.6958 eV
* HOMO-LUMO gap: 8.432 eV
* SMILES string: N/C=C1\C=NN=CO1

How is the electron density shared among the atoms? According to natural (NBO), the charges in e are: number 1, N, carries -0.83; number 2, C, carries -0.01; number 3, C, carries 0.09; number 4, C, carries 0.07; number 5, N, carries -0.28; number 6, N, carries -0.31; number 7, C, carries 0.39; number 8, O, carries -0.45; number 9, H, carries 0.38; number 10, H, carries 0.41; number 11, H, carries 0.21; number 12, H, carries 0.16; number 13, H, carries 0.17

***

# C25H25N2PTi

A structure of composition C25H25N2PTi in a non-equilibrium geometry (ωB97M-V with the def2-TZVPD basis set, the Open Molecules 2025 dataset).

Positions of all 54 atoms, in Å:
C -3.720 -2.572 -1.017
C -3.935 -2.087 0.320
C -2.814 -2.440 1.122
C -1.897 -3.176 0.315
C -2.423 -3.258 -1.009
Ti -2.178 -0.913 -1.556
N -1.490 -1.799 -3.147
C -3.310 0.927 -1.211
C -3.645 1.082 0.127
H -2.692 -2.192 2.182
H -4.837 -1.584 0.678
H -0.989 -3.650 0.684
H -2.056 -3.906 -1.808
H -4.494 -2.681 -1.784
H -4.520 0.590 0.555
H -2.473 1.498 -1.743
H -1.734 -1.056 -3.850
H -3.014 1.604 0.856
H -4.018 0.439 -1.992
N -0.659 -0.607 -0.455
P 0.670 0.072 0.059
C 1.511 0.772 -1.401
C 2.846 0.501 -1.731
C 3.383 0.976 -2.933
C 2.585 1.694 -3.829
C 1.246 1.949 -3.513
C 0.713 1.492 -2.306
C 0.306 1.433 1.219
C -0.449 2.516 0.744
C -1.010 3.435 1.635
C -0.774 3.318 3.011
C 0.045 2.290 3.484
C 0.569 1.346 2.599
C 2.051 -0.721 0.945
C 3.186 -0.016 1.421
C 4.234 -0.680 2.065
C 4.172 -2.065 2.255
C 3.054 -2.769 1.799
C 2.006 -2.108 1.146
H 3.478 -0.074 -1.057
H 4.426 0.772 -3.172
H 2.998 2.048 -4.775
H 0.603 2.494 -4.207
H -0.345 1.654 -2.096
H -0.645 2.624 -0.323
H -1.653 4.230 1.249
H -1.241 4.019 3.704
H 0.254 2.208 4.551
H 1.179 0.532 2.992
H 3.269 1.066 1.288
H 5.104 -0.124 2.423
H 4.991 -2.591 2.753
H 2.994 -3.848 1.950
H 1.142 -2.666 0.782

Computed properties:
* molecular weight: 432.33 g/mol
* total charge: -1
* HOMO-LUMO gap (spin up / spin down): 4.676 / 5.967 eV
* spin multiplicity: 2

How is the electron density shared among the atoms? According to natural (NBO), the charges in e are: number 1, C, carries -0.48; number 2, C, carries -0.28; number 3, C, carries -0.31; number 4, C, carries -0.25; number 5, C, carries -0.32; number 6, Ti, carries 1.38; number 7, N, carries -1.13; number 8, C, carries -0.76; number 9, C, carries -0.48; number 10, H, carries 0.20; number 11, H, carries 0.20; number 12, H, carries 0.19; number 13, H, carries 0.25; number 14, H, carries 0.23; number 15, H, carries 0.19; number 16, H, carries 0.19; number 17, H, carries 0.29; number 18, H, carries 0.19; number 19, H, carries 0.21; number 20, N, carries -1.34; number 21, P, carries 1.74; number 22, C, carries -0.30; number 23, C, carries -0.21; number 24, C, carries -0.22; number 25, C, carries -0.22; number 26, C, carries -0.20; number 27, C, carries -0.19; number 28, C, carries -0.30; number 29, C, carries -0.21; number 30, C, carries -0.21; number 31, C, carries -0.22; number 32, C, carries -0.22; number 33, C, carries -0.21; number 34, C, carries -0.42; number 35, C, carries -0.13; number 36, C, carries -0.25; number 37, C, carries -0.21; number 38, C, carries -0.22; number 39, C, carries -0.17; number 40, H, carries 0.22; number 41, H, carries 0.20; number 42, H, carries 0.20; number 43, H, carries 0.21; number 44, H, carries 0.21; number 45, H, carries 0.22; number 46, H, carries 0.21; number 47, H, carries 0.21; number 48, H, carries 0.21; number 49, H, carries 0.22; number 50, H, carries 0.21; number 51, H, carries 0.21; number 52, H, carries 0.21; number 53, H, carries 0.21; number 54, H, carries 0.25

***

# C27H31AsN8O3Sr

A structure of composition C27H31AsN8O3Sr in a non-equilibrium geometry (ωB97M-V with the def2-TZVPD basis set, the Open Molecules 2025 dataset).

Positions of all 71 atoms, in Å:
Sr 0.614 -0.723 -0.354
O -1.395 -1.783 0.586
C -2.419 -1.299 1.205
C -3.723 -1.416 0.662
C -4.820 -0.821 1.249
C -4.679 -0.067 2.413
C -3.423 0.035 2.984
C -2.304 -0.602 2.443
C -1.025 -0.434 3.177
N -0.097 -1.255 3.463
C -0.218 -2.650 3.082
C 1.027 -3.153 2.307
N 1.745 -2.083 1.633
C 2.910 -1.821 2.067
C 3.831 -0.784 1.624
C 5.188 -1.013 1.883
C 6.174 -0.113 1.536
C 5.797 1.086 0.939
C 4.466 1.363 0.700
C 3.437 0.449 1.023
O 2.193 0.746 0.780
H -3.822 -1.993 -0.251
H -5.798 -0.932 0.792
H -5.535 0.414 2.870
H -3.287 0.613 3.894
H -0.889 0.572 3.588
H -1.119 -2.869 2.514
H -0.262 -3.219 4.016
H 0.683 -3.865 1.555
H 1.704 -3.686 2.985
H 3.323 -2.448 2.870
H 5.466 -1.940 2.374
H 7.213 -0.330 1.741
H 6.548 1.820 0.673
H 4.172 2.312 0.267
N 0.294 2.507 1.670
C -0.889 2.305 1.101
N -1.924 3.001 1.590
C -3.075 2.812 0.969
N -4.155 3.499 1.407
N -3.259 2.033 -0.111
C -2.192 1.362 -0.491
N -0.975 1.434 0.059
C -2.400 0.435 -1.650
C -3.652 0.363 -2.251
C -3.846 -0.533 -3.283
C -2.790 -1.339 -3.680
C -1.575 -1.196 -3.036
N -1.371 -0.319 -2.049
H 0.309 3.100 2.480
H 1.117 1.947 1.411
H -4.088 3.915 2.320
H -5.050 3.160 1.103
H -4.442 0.994 -1.874
H -4.813 -0.614 -3.764
H -2.898 -2.072 -4.467
H -0.715 -1.800 -3.304
C 3.941 0.129 -3.521
As 2.044 -0.032 -3.306
C 1.232 0.199 -5.037
C 1.512 1.493 -2.201
O 1.593 -1.484 -2.664
H 4.177 1.113 -3.924
H 4.283 -0.660 -4.188
H 4.400 0.013 -2.540
H 1.675 1.063 -5.528
H 0.163 0.338 -4.893
H 1.429 -0.717 -5.590
H 1.682 2.385 -2.807
H 2.119 1.580 -1.299
H 0.460 1.473 -1.948

Computed properties:
* molecular weight: 678.14 g/mol
* energy relative to the best compared isomer or geometry (same formula, charge and spin): 0.0000 eV
* HOMO-LUMO gap: 6.760 eV

How is the electron density shared among the atoms? According to Löwdin, the charges in e are: number 1, Sr, carries 1.46; number 2, O, carries -0.26; number 3, C, carries -0.43; number 4, C, carries -0.04; number 5, C, carries -0.11; number 6, C, carries -0.13; number 7, C, carries -0.07; number 8, C, carries -0.16; number 9, C, carries -0.13; number 10, N, carries 0.05; number 11, C, carries -0.21; number 12, C, carries -0.20; number 13, N, carries -0.05; number 14, C, carries -0.12; number 15, C, carries -0.14; number 16, C, carries -0.06; number 17, C, carries -0.11; number 18, C, carries -0.10; number 19, C, carries -0.04; number 20, C, carries -0.38; number 21, O, carries -0.32; number 22, H, carries 0.11; number 23, H, carries 0.10; number 24, H, carries 0.09; number 25, H, carries 0.11; number 26, H, carries 0.10; number 27, H, carries 0.09; number 28, H, carries 0.11; number 29, H, carries 0.11; number 30, H, carries 0.10; number 31, H, carries 0.12; number 32, H, carries 0.11; number 33, H, carries 0.09; number 34, H, carries 0.10; number 35, H, carries 0.11; number 36, N, carries 0.19; number 37, C, carries -0.44; number 38, N, carries 0.18; number 39, C, carries -0.45; number 40, N, carries 0.17; number 41, N, carries 0.19; number 42, C, carries -0.29; number 43, N, carries 0.11; number 44, C, carries -0.21; number 45, C, carries -0.01; number 46, C, carries -0.05; number 47, C, carries -0.04; number 48, C, carries -0.14; number 49, N, carries 0.03; number 50, H, carries 0.11; number 51, H, carries 0.06; number 52, H, carries 0.10; number 53, H, carries 0.10; number 54, H, carries 0.11; number 55, H, carries 0.11; number 56, H, carries 0.11; number 57, H, carries 0.10; number 58, C, carries -0.19; number 59, As, carries 0.96; number 60, C, carries -0.19; number 61, C, carries -0.22; number 62, O, carries -0.61; number 63, H, carries 0.04; number 64, H, carries 0.04; number 65, H, carries 0.04; number 66, H, carries 0.04; number 67, H, carries 0.03; number 68, H, carries 0.05; number 69, H, carries 0.05; number 70, H, carries 0.02; number 71, H, carries -0.01

***

> Which of these has the highest molecular weight?

C27H31AsN8O3Sr

***

> The highest molecular weight belongs to which entry?

C27H31AsN8O3Sr